Entry from the Open Molecules 2025 dataset: a cluster of 8 separate species, C26H46Br14F4O6S2 in total at a distorted geometry (ωB97M-V/def2-TZVPD).

Geometry as XYZ:
```
98
Properties=species:S:1:pos:R:3:mulliken_charge:R:1
C 6.050 3.235 3.733 -1.201
C 5.101 2.559 2.730 -0.227
S 3.381 2.835 3.260 -0.176
C 2.538 3.561 1.846 -1.781
C 1.736 2.597 0.939 1.356
C 2.613 1.478 0.369 -1.849
C 2.816 0.215 1.215 0.509
C 3.178 -0.979 0.292 -0.771
C 1.942 -1.663 -0.240 0.558
O 1.362 -2.515 0.413 -0.644
O 1.461 -1.337 -1.457 -0.252
O 1.526 3.444 -0.235 -0.452
S 0.142 4.234 -0.175 1.385
O -0.672 4.046 -1.315 -0.619
O 0.460 5.568 0.197 -0.646
O -0.455 3.402 1.024 -0.360
C 0.322 2.232 1.483 1.558
C 0.054 2.298 2.976 -1.788
C 0.516 1.134 3.848 -0.056
F -0.502 0.896 4.765 -0.287
C -0.430 1.090 0.728 0.541
F -1.756 1.356 0.750 -0.292
F -0.287 -0.105 1.315 -0.237
F -0.066 1.039 -0.558 -0.274
H 5.547 3.278 4.692 0.340
H 6.939 2.628 3.853 0.385
H 6.269 4.251 3.432 0.292
H 5.269 1.490 2.793 0.274
H 5.281 2.893 1.716 0.347
H 3.262 4.008 1.177 0.734
H 1.869 4.363 2.138 0.492
H 2.282 1.208 -0.624 0.540
H 3.597 1.918 0.227 0.663
H 3.644 0.309 1.902 0.093
H 1.937 -0.093 1.767 -0.338
H 3.806 -1.700 0.793 0.459
H 3.731 -0.580 -0.555 0.091
H 1.998 -0.679 -1.945 0.034
H -1.019 2.370 3.107 0.595
H 0.468 3.216 3.371 0.591
H 1.399 1.347 4.434 0.238
H 0.674 0.197 3.329 0.084
Br 3.880 -0.667 -3.315 -0.110
C 3.330 -1.841 -4.771 -0.081
C 3.689 -3.272 -4.484 -0.502
Br 5.588 -3.599 -4.755 -0.162
H 3.793 -1.459 -5.675 0.327
H 2.251 -1.723 -4.841 -0.107
H 3.180 -3.933 -5.184 0.276
H 3.457 -3.572 -3.467 0.394
Br -3.235 0.310 3.548 -0.158
C -4.208 -0.577 4.982 -0.583
C -4.503 0.370 6.111 -0.427
Br -2.922 0.706 7.195 -0.156
H -3.610 -1.428 5.291 0.465
H -5.130 -0.929 4.530 0.214
H -5.233 -0.063 6.791 0.227
H -4.861 1.335 5.765 0.409
Br 0.077 -2.109 -6.610 -0.090
C -1.068 -3.171 -5.447 -0.274
C -0.266 -4.072 -4.546 -0.164
Br 0.446 -5.608 -5.507 -0.156
H -1.746 -3.707 -6.102 -0.064
H -1.630 -2.450 -4.858 0.419
H -0.897 -4.485 -3.763 0.404
H 0.582 -3.567 -4.095 -0.042
Br 7.681 -1.894 -9.743 -0.129
C 6.980 -3.528 -8.953 -0.427
C 5.613 -3.862 -9.486 -0.594
Br 4.243 -2.726 -8.704 -0.106
H 6.984 -3.384 -7.878 0.199
H 7.692 -4.305 -9.219 0.349
H 5.337 -4.877 -9.211 0.344
H 5.539 -3.747 -10.562 0.370
Br -8.337 -0.173 7.164 -0.134
C -8.721 -1.368 5.677 -0.589
C -8.402 -2.800 6.017 -0.547
Br -6.486 -3.133 5.984 -0.122
H -8.155 -1.003 4.827 0.343
H -9.785 -1.252 5.481 0.363
H -8.825 -3.469 5.271 0.344
H -8.753 -3.087 7.002 0.368
Br -2.776 5.192 6.101 -0.121
C -3.742 4.316 7.546 -0.437
C -4.043 5.271 8.670 -0.566
Br -2.466 5.624 9.754 -0.148
H -3.141 3.470 7.858 0.185
H -4.664 3.956 7.095 0.314
H -4.769 4.835 9.353 0.369
H -4.405 6.231 8.320 0.381
Br -3.743 -0.311 -7.107 -0.117
C -3.480 -1.378 -8.712 -0.538
C -4.440 -2.537 -8.772 -0.573
Br -3.907 -3.953 -7.550 -0.105
H -2.441 -1.694 -8.710 0.273
H -3.652 -0.699 -9.544 0.360
H -4.433 -2.988 -9.761 0.354
H -5.454 -2.259 -8.508 0.374
```

Values from the calculation:
SMILES string: CCSC[C@]1(CCCC(=O)O)OS(=O)(=O)O[C@@]1(CCF)C(F)(F)F.BrCCBr.BrCCBr.BrCCBr.BrCCBr.BrCCBr.BrCCBr.BrCCBr
Maximum force in eV/A: 1.97
Molar mass in g/mol: 1713.43
Charge: 0
E_HOMO in eV: -9.25
E_LUMO in eV: 0.28



Entry from the Open Molecules 2025 dataset: a cluster of 4 separate species, C29H42N4O4 in total (ωB97M-V/def2-TZVPD).

Geometry as XYZ:
```
79
Properties=species:S:1:pos:R:3:mulliken_charge:R:1
C -3.262 1.478 1.978 -1.290
C -2.800 0.288 1.117 -0.043
C -1.636 0.664 0.185 -0.301
C -0.256 0.361 0.791 -0.840
N 0.806 0.091 -0.181 -0.466
C 1.786 1.145 -0.395 1.445
C 1.212 2.560 -0.526 -0.553
C 1.850 3.484 -1.579 -0.637
C 1.003 3.576 -2.866 -0.875
C 1.831 3.962 -4.113 -0.994
C 1.957 2.805 -5.125 -0.118
C 3.213 2.933 -5.995 -0.506
O 3.773 1.720 -6.462 -0.412
C 2.847 0.762 -6.934 -0.634
C 2.785 0.652 -1.431 -0.669
O 3.506 -0.342 -0.681 -0.397
C 3.627 0.188 0.558 0.448
O 4.483 -0.109 1.344 -0.579
O 2.669 1.108 0.774 -0.403
H -2.435 2.163 2.174 0.328
H -3.677 1.143 2.929 0.350
H -4.050 2.030 1.463 0.315
H -3.640 -0.016 0.487 0.430
H -2.540 -0.572 1.735 -0.193
H -1.730 1.723 -0.069 0.173
H -1.720 0.091 -0.745 0.266
H -0.367 -0.529 1.421 0.444
H 0.068 1.158 1.466 0.216
H 0.407 -0.203 -1.064 0.387
H 0.145 2.490 -0.727 -0.161
H 1.334 3.032 0.451 0.610
H 1.893 4.481 -1.137 -0.145
H 2.882 3.225 -1.802 0.533
H 0.233 4.334 -2.699 0.438
H 0.487 2.625 -3.028 0.536
H 2.833 4.243 -3.778 0.439
H 1.386 4.835 -4.593 0.395
H 1.075 2.839 -5.770 0.281
H 1.972 1.869 -4.565 0.053
H 3.997 3.407 -5.399 0.400
H 3.014 3.608 -6.839 0.263
H 3.394 0.087 -7.592 0.265
H 2.032 1.218 -7.504 0.301
H 2.440 0.166 -6.110 0.202
H 3.518 1.420 -1.670 0.403
H 2.320 0.245 -2.326 0.306
C 4.451 6.160 3.150 -0.137
C 4.607 4.784 3.175 -0.767
C 3.997 4.030 2.183 -0.012
N 3.267 4.561 1.203 -0.027
C 3.127 5.885 1.192 -0.089
C 3.694 6.726 2.136 -0.729
H 4.912 6.782 3.907 0.385
H 5.188 4.299 3.947 0.390
H 4.092 2.950 2.169 0.299
H 2.528 6.294 0.384 0.293
H 3.547 7.795 2.076 0.365
C -3.728 -4.450 1.272 -0.538
C -3.345 -3.455 2.156 -0.151
C -4.336 -2.771 2.846 -0.231
N -5.636 -3.014 2.702 -0.614
C -5.988 -3.972 1.847 -0.300
C -5.078 -4.716 1.111 -0.260
H -2.986 -5.010 0.718 0.465
H -2.302 -3.214 2.310 0.408
H -4.080 -1.985 3.549 0.478
H -7.053 -4.151 1.752 0.371
H -5.421 -5.487 0.435 0.392
C -2.516 -9.380 3.139 -0.376
C -2.609 -8.014 2.923 -0.332
C -3.739 -7.349 3.376 -0.193
N -4.745 -7.951 4.007 -0.518
C -4.642 -9.263 4.206 -0.227
C -3.554 -10.020 3.796 -0.327
H -1.650 -9.935 2.803 0.367
H -1.822 -7.473 2.416 0.366
H -3.847 -6.282 3.233 0.517
H -5.475 -9.729 4.722 0.364
H -3.525 -11.084 3.988 0.359
```

Values from the calculation:
SMILES string: CCCCN[C@]1(CCCCCCOC)COC(=O)O1.c1ccncc1.c1ccncc1.c1ccncc1
Maximum force in eV/A: 0.93
Molar mass in g/mol: 510.68
Charge: 0
E_HOMO in eV: -9.24
E_LUMO in eV: 0.57



Entry from the Open Molecules 2025 dataset: a structure of composition C18H40IrN5P3S at a distorted geometry (ωB97M-V/def2-TZVPD).

Geometry as XYZ:
```
68
Properties=species:S:1:pos:R:3:mulliken_spin:R:1
Ir 0.352 -0.493 0.295 1.286
P -0.558 -2.642 0.623 0.140
P 1.867 -0.542 2.032 0.196
P 1.876 -1.149 -1.261 -0.003
H -2.622 3.932 -3.866 0.097
C -2.384 3.156 -4.615 0.364
C -3.013 1.982 -4.784 0.371
H -3.621 1.432 -4.047 0.078
C -1.953 -2.681 1.798 0.027
C 0.640 -3.885 1.263 0.043
C -1.253 -3.396 -0.908 0.042
C 2.274 1.221 2.356 0.032
C 1.281 -1.147 3.663 0.050
C 3.402 -1.482 1.816 0.025
C 1.432 -1.037 -3.053 0.015
C 2.589 -2.840 -1.344 0.018
C 3.347 -0.072 -1.256 0.015
H -1.588 3.472 -5.312 0.042
H -3.043 1.528 -5.783 0.026
H -2.884 -2.543 1.229 -0.001
H -1.830 -1.844 2.498 0.002
H -2.030 -3.630 2.347 0.009
H 1.188 -3.463 2.114 -0.004
H 1.379 -4.220 0.523 -0.002
H 0.115 -4.780 1.626 0.005
H -2.297 -3.060 -1.008 -0.001
H -1.251 -4.500 -0.859 0.007
H -0.712 -3.094 -1.818 0.001
H 3.065 1.288 3.109 0.008
H 1.399 1.745 2.768 0.003
H 2.566 1.717 1.420 -0.012
H 1.814 -0.609 4.480 0.007
H 1.462 -2.220 3.766 -0.003
H 0.196 -0.933 3.751 0.003
H 4.070 -1.172 2.624 0.005
H 3.884 -1.263 0.861 0.001
H 3.219 -2.563 1.865 -0.005
H 2.330 -1.331 -3.624 0.000
H 1.165 -0.004 -3.315 -0.003
H 0.599 -1.717 -3.284 0.002
H 3.156 -2.885 -2.291 0.000
H 1.817 -3.619 -1.389 -0.001
H 3.289 -3.039 -0.523 0.001
H 3.960 -0.398 -2.106 0.001
H 3.965 -0.123 -0.360 0.007
H 3.033 0.969 -1.407 0.003
C -1.673 1.762 -1.420 0.086
C -0.556 2.592 -1.711 0.178
C -0.700 3.984 -1.724 0.062
C -1.910 4.570 -1.315 0.185
C -2.995 3.740 -1.000 0.001
C -2.918 2.355 -1.066 0.079
S -1.534 0.065 -1.462 1.112
H 0.512 0.313 -1.211 0.371
H 0.421 2.131 -1.902 0.006
H 0.107 4.619 -2.075 0.003
H -2.015 5.656 -1.244 -0.005
H -3.950 4.188 -0.733 0.003
H -3.808 1.736 -0.859 -0.008
N -2.904 1.382 4.136 0.002
N -1.774 1.377 3.360 0.002
N -1.450 2.574 2.801 0.006
C -0.670 2.165 1.801 0.024
N -0.596 0.811 1.674 0.003
N -1.325 0.283 2.700 0.011
H -2.952 0.540 4.696 0.000
H -2.895 2.203 4.719 0.000
H -0.113 2.888 1.224 -0.018
```

Values from the calculation:
Spin multiplicity: 6
Maximum force in eV/A: 3.27
Molar mass in g/mol: 643.76
Charge: +4
E_HOMO (alpha / beta) in eV: -17.70 / -20.61
<S²>: 8.786
ΔE to the lowest compared entry with this formula, charge and spin in kcal per mole: 31.0
E_LUMO (alpha / beta) in eV: -12.18 / -15.96